# 1
Molecular formula: C43H28BrCl2IN4OPPt
Method: DFT, wB97M-V/def2-TZVPD

The geometry in ORCA input format:
```
! RIJCOSX wB97M-V def2-TZVPD def2/J DEFGRID3
* xyz -1 1
Pt 0.72718 1.28442 -1.55038
Br 6.96793 -1.88660 1.30661
C 5.61338 -3.07341 0.66638
C 5.09572 -2.91957 -0.61229
C 4.06146 -3.71643 -1.06479
C 3.50995 -4.76945 -0.24939
C 4.09321 -4.89396 1.06257
C 5.10669 -4.07616 1.49798
N 2.55387 -5.60414 -0.59727
N 2.07611 -5.46730 -1.88984
C 1.13454 -4.63076 -2.15177
C 0.78372 -4.48571 -3.57000
C 0.20856 -3.37391 -4.04810
C -0.25895 -2.35937 -3.13460
O 1.00784 0.05015 -3.14328
C -0.27225 -2.60845 -1.69950
N -0.91647 -1.73432 -0.90966
C -0.98695 -2.00126 0.38668
C -0.44338 -3.13768 0.96343
C 0.27201 -4.01080 0.15916
C 0.39710 -3.74785 -1.20386
H 5.49903 -2.15279 -1.26479
H 3.67765 -3.56172 -2.06399
H 3.72227 -5.69158 1.69687
H 5.51764 -4.20813 2.49228
H 1.10431 -5.28357 -4.22641
H 0.04654 -3.22803 -5.10653
H -1.51662 -1.27196 0.99540
H -0.54758 -3.31347 2.02589
H 0.76377 -4.88441 0.56361
I 2.89382 0.28010 -0.64024
C 2.18981 -0.30594 1.24055
C 2.53523 -1.58402 1.56305
C 2.29239 -2.07744 2.86021
C 1.75473 -1.25390 3.79483
C 1.36988 0.07250 3.46852
C 0.85011 0.89557 4.49152
C 0.46581 2.17588 4.23435
C 0.51210 2.64290 2.91256
C 0.99231 1.88329 1.86855
P 0.69220 2.63065 0.21395
C -0.88978 3.49273 0.45115
C -2.05013 2.72241 0.40969
C -3.28377 3.31397 0.62222
C -3.36833 4.67879 0.86439
C -2.21756 5.45174 0.89406
C -0.97820 4.86014 0.69023
C 1.93005 3.94477 0.03545
C 2.97273 4.12760 0.93450
C 3.93080 5.10583 0.69762
C 3.84574 5.90196 -0.43306
C 2.80646 5.71785 -1.33843
C 1.85703 4.73662 -1.11219
C 1.52000 0.57493 2.14178
H 3.00678 -2.23206 0.83436
H 2.56926 -3.09822 3.08708
H 1.60263 -1.59139 4.81333
H 0.77178 0.48066 5.48943
H 0.08164 2.81468 5.01834
H 0.11223 3.62744 2.71086
H -1.98965 1.66198 0.18977
H -4.17938 2.71005 0.57201
H -4.33520 5.14130 1.01738
H -2.28098 6.51766 1.07274
H -0.08201 5.46767 0.71578
H 3.04243 3.50543 1.81797
H 4.74593 5.23863 1.39707
H 4.59498 6.66121 -0.61767
H 2.74551 6.32990 -2.22890
H 1.05996 4.56997 -1.82893
Cl -0.40951 -0.79323 -3.53796
C -0.20492 -0.62438 -5.51518
C -1.38230 -0.21660 -6.00226
C -2.77324 0.07769 -5.63248
C -3.43440 0.49584 -4.53295
C -3.06004 1.03947 -3.25141
Cl -4.35172 1.07797 -2.04066
C -1.90356 1.54284 -2.81139
N -0.93524 2.07446 -2.37330
H -1.23441 -0.16200 -7.08480
H -3.44187 -0.11037 -6.46733
H -4.51486 0.47624 -4.63960
*
```

Calculated values
LUMO = 1.37 eV

# 2
Molecular formula: C43H28Cl2FN8O4Zr
Method: DFT, wB97M-V/def2-TZVPD

The geometry in ORCA input format:
```
! RIJCOSX wB97M-V def2-TZVPD def2/J DEFGRID3
* xyz -1 1
Zr -8.21741 12.69385 13.26994
O -6.97174 16.66763 11.83350
C -7.26991 15.46988 11.98381
N -7.25979 14.70682 13.07955
C -6.57256 15.06304 14.25811
C -6.55619 16.29465 14.91505
C -5.92394 16.33505 16.15314
C -5.28839 15.21142 16.68587
C -5.26223 13.99239 16.03471
C -5.93308 13.94008 14.81922
N -6.09878 12.77192 14.03647
C -4.99819 12.13009 13.66175
O -3.84669 12.30802 14.05934
C -5.25300 11.00647 12.69841
C -4.16626 10.15725 12.54212
C -4.37067 8.98995 11.81351
C -5.61609 8.75472 11.25694
C -6.60901 9.73027 11.41322
N -6.47001 10.78306 12.17932
C -7.57302 14.64722 10.74698
C -7.44349 15.28724 9.53732
C -7.54310 14.58101 8.36154
C -7.70108 13.19951 8.49876
C -7.86891 12.60889 9.72843
N -7.81225 13.33738 10.88337
H -7.05222 17.17199 14.48002
H -5.86467 17.24997 16.69156
H -4.77294 15.35681 17.61925
H -4.76161 13.11835 16.42772
H -3.23181 10.47727 12.94057
H -3.56072 8.27517 11.67352
H -5.83876 7.89847 10.65873
H -7.53169 9.54313 10.95182
H -7.32357 16.40045 9.60723
H -7.39148 15.00661 7.39969
H -7.67776 12.60808 7.58637
H -8.12073 11.55290 9.86656
Cl -11.25548 18.84863 13.67223
C -10.56474 17.35978 14.26835
C -10.48022 16.34188 13.35861
C -9.93244 15.13823 13.69480
N -9.89580 14.00188 12.86316
C -10.82966 13.85963 11.88333
O -11.71994 14.59500 11.55022
C -10.73726 12.52044 11.17985
C -11.50544 12.31778 10.07767
C -11.58230 11.06614 9.55084
C -10.84693 10.03263 10.12294
C -10.06838 10.30068 11.22640
N -9.99294 11.54209 11.73433
C -9.43378 14.91922 15.02645
C -9.59191 15.91803 15.93219
C -10.17630 17.13538 15.56333
Cl -10.28631 18.39208 16.76208
N -8.86137 13.60887 15.11575
C -8.84950 12.94237 16.31200
O -9.10658 13.40906 17.40944
C -8.57871 11.42994 16.19364
C -9.68199 10.73593 16.93386
C -10.20270 9.57203 16.49241
C -9.67401 8.98548 15.27862
C -8.93305 9.77420 14.47977
N -8.58228 11.07821 14.76665
H -10.90182 16.45661 12.38833
H -12.05677 13.14555 9.70743
H -12.11622 10.92862 8.60867
H -10.84556 9.02554 9.72079
H -9.51664 9.54502 11.74332
H -9.25396 15.74520 16.94028
H -10.06872 11.28884 17.77693
H -11.01503 9.08311 17.04917
H -9.90253 7.96451 15.01277
H -8.58557 9.39760 13.52763
F -5.61375 5.82673 16.73727
C -5.98350 7.15936 16.80045
C -6.42583 7.72845 17.98065
C -6.74557 9.09861 17.96723
C -6.68559 9.83074 16.81249
C -7.13994 11.23533 16.80141
C -6.18215 9.23575 15.65648
C -5.90321 7.86830 15.62726
H -6.49358 7.15326 18.91548
H -7.16440 9.55768 18.87721
H -6.48226 11.78000 16.13779
H -7.17276 11.64560 17.79324
H -6.19632 9.84616 14.72493
H -5.53226 7.42837 14.70527
*
```

Calculated values
LUMO = 1.69 eV

# 3
Molecular formula: C43H32Cl5F9N4O2PPbS2
Method: DFT, wB97M-V/def2-TZVPD

The geometry in ORCA input format:
```
! RIJCOSX wB97M-V def2-TZVPD def2/J DEFGRID3
* xyz 1 1
Pb 2.07434 0.10336 0.78006
Cl 2.98166 -2.60739 0.16958
C 2.57273 -3.47387 1.62073
C 2.39878 -4.83843 1.49318
C 2.08434 -5.59567 2.60576
C 1.90661 -4.96503 3.82537
C 2.07604 -3.59756 3.93806
Cl 1.82977 -2.84782 5.46738
C 2.43767 -2.79933 2.83603
S 2.71052 -1.08615 3.09577
H 2.51050 -5.30609 0.52888
H 1.97919 -6.66460 2.51883
H 1.63574 -5.53289 4.69913
Cl -2.73853 1.79011 6.24419
C -1.67618 1.83190 4.88593
C -1.54453 0.71472 4.07715
C -0.70718 0.78524 2.98351
Cl -0.52739 -0.61598 1.96338
C 0.03417 1.92896 2.62834
O 0.79462 1.99576 1.58340
C -0.15568 3.03051 3.49305
Cl 0.66816 4.49830 3.14343
C -0.97706 2.99412 4.59695
H -2.08194 -0.18900 4.30964
H -1.07710 3.86118 5.23191
F -3.55534 -0.47250 -7.91734
C -3.58941 0.73528 -7.33297
F -4.82797 1.21281 -7.50204
F -2.76108 1.53366 -8.01088
C -3.22208 0.62389 -5.87396
C -4.09742 -0.04405 -5.02227
C -3.75786 -0.20267 -3.69397
C -2.55164 0.31734 -3.22802
C -1.67591 0.97620 -4.08691
C -2.01466 1.13351 -5.41651
P -2.05009 0.01823 -1.51573
C -1.40102 -1.65325 -1.41070
C -2.27951 -2.72658 -1.26312
C -1.80727 -4.01742 -1.40946
C -0.47145 -4.22713 -1.73322
C 0.40854 -3.15917 -1.85147
C -0.05404 -1.86756 -1.68887
C 0.01295 -5.63291 -2.00848
F -0.06259 -6.41300 -0.92219
F -0.71770 -6.23189 -2.95859
F 1.28352 -5.65937 -2.42218
C -3.39223 0.41877 -0.38142
C -4.18652 1.52630 -0.67023
C -5.09622 1.97600 0.26786
C -5.18403 1.31945 1.49156
C -4.39137 0.21663 1.78147
C -3.50056 -0.24818 0.83235
C -6.17471 1.82184 2.51527
F -6.36154 0.94929 3.50585
F -5.77018 2.97209 3.06930
F -7.37107 2.05881 1.96203
H -5.02682 -0.43315 -5.40780
H -4.41543 -0.72078 -3.01151
H -0.73821 1.36132 -3.71386
H -1.35255 1.64713 -6.09619
H -3.31918 -2.54853 -1.03202
H -2.46567 -4.86434 -1.29695
H 1.44316 -3.34533 -2.08690
H 0.62446 -1.03295 -1.77890
H -4.09935 2.02798 -1.62409
H -5.72152 2.83162 0.05980
H -4.47277 -0.27815 2.73787
H -2.89629 -1.11865 1.03629
C 4.10602 1.33114 -4.17286
C 2.94842 1.96124 -3.73972
C 2.35444 1.51359 -2.57391
N 2.82267 0.49537 -1.86417
C 3.93156 -0.10385 -2.27789
C 4.61151 0.28065 -3.42306
H 4.59400 1.65902 -5.07768
H 2.52363 2.78190 -4.29417
H 1.46002 1.98097 -2.18715
H 4.28584 -0.92017 -1.66454
H 5.51518 -0.22908 -3.71634
C 5.45267 1.54414 5.17790
C 5.98090 1.23804 3.77825
C 5.09611 1.84534 2.76429
N 4.54764 1.20485 1.81041
N 3.66363 1.91401 1.08286
C 3.55148 3.15855 1.47625
N 2.78343 4.08651 0.88341
S 4.57405 3.53315 2.83511
H 6.03886 1.01625 5.92263
H 4.41903 1.21829 5.26772
H 5.49919 2.61171 5.38424
H 5.97815 0.16214 3.60091
H 6.99852 1.61677 3.67211
H 2.01125 3.71692 0.34973
H 2.56638 4.90722 1.43118
C -0.90647 2.32871 -0.80236
O -0.82257 0.93475 -1.16433
H -1.86938 2.57656 -0.35739
H -0.74635 2.96081 -1.67617
H -0.11846 2.47958 -0.05580
*
```

Calculated values
LUMO = -3.40 eV

# 4
Molecular formula: C43H32ClN3O25P
Method: DFT, wB97M-V/def2-TZVPD

The geometry in ORCA input format:
```
! RIJCOSX wB97M-V def2-TZVPD def2/J DEFGRID3
* xyz 1 1
C -0.92627 3.99464 -0.08984
C -0.11175 3.10651 0.46441
C 0.46944 1.76550 1.12862
C 0.59555 1.72728 2.67183
C 1.13315 0.32169 3.11491
P 1.43171 -0.16823 4.93222
O 1.87166 1.28284 5.80118
Cl -0.34068 -0.83081 5.86974
C 1.41137 -0.66967 1.96489
C 1.92546 -2.16008 2.44161
N 1.52906 -3.14588 1.35404
N 1.30351 -0.52104 0.56920
N 0.83819 0.69525 0.28426
H -1.68506 4.78753 -0.45421
H 0.33801 2.58683 3.37785
H 1.09400 1.89484 5.64124
H 1.39291 -2.52867 3.38954
H 3.07292 -2.16804 2.49395
H 2.10375 -3.01073 0.50725
H 0.51743 -3.08548 1.16034
H 0.73226 0.86820 -0.74606
C 0.70288 -3.99000 9.95776
C 0.46974 -5.23776 10.37187
C -0.61577 -6.06436 9.77170
O -0.78986 -7.20698 10.15993
C -1.44543 -5.45518 8.72471
C -1.21429 -4.20708 8.31372
C -0.11098 -3.39019 8.89480
O 0.08559 -2.25597 8.48231
O -1.98249 -3.62839 7.34096
O 1.21893 -5.80612 11.36232
H 1.48894 -3.38012 10.38334
H -2.24135 -6.05945 8.30973
H -1.61637 -2.72987 7.22221
H 0.85662 -6.70801 11.47782
C -2.76903 6.34440 -4.27795
C -2.70228 6.42035 -5.60957
C -1.48366 5.98645 -6.35104
O -1.46216 6.05137 -7.56907
C -0.34169 5.49624 -5.57024
C -0.40822 5.42395 -4.24008
C -1.63604 5.83187 -3.50093
O -1.66937 5.73521 -2.28117
O 0.65171 4.97094 -3.50335
O -3.74923 6.89802 -6.34400
H -3.64779 6.65374 -3.72739
H 0.54488 5.20104 -6.11891
H 0.35817 5.01317 -2.57137
H -3.45612 6.85061 -7.27673
C 4.52302 5.64925 -9.49458
C 4.09277 5.32490 -8.27358
C 2.65333 5.04278 -8.00805
O 2.29517 4.72985 -6.88135
C 1.71136 5.15908 -9.12649
C 2.14130 5.48695 -10.34723
C 3.58411 5.74210 -10.61882
O 3.94554 6.02162 -11.74968
O 1.27370 5.60083 -11.39557
O 4.95832 5.23798 -7.21826
H 5.56516 5.85431 -9.70166
H 0.66688 4.96916 -8.91611
H 1.82669 5.84456 -12.16564
H 4.40768 4.98857 -6.44948
C 0.41699 -7.66287 2.96210
C 0.43615 -6.40570 2.51033
C -0.70327 -5.47299 2.77171
O -0.65561 -4.32291 2.36505
C -1.85729 -5.98890 3.51685
C -1.87365 -7.24634 3.96330
C -0.72818 -8.16840 3.72756
O -0.76941 -9.30574 4.16592
O -2.94468 -7.73678 4.65568
O 1.50726 -5.93399 1.79205
H 1.23389 -8.34968 2.78363
H -2.68253 -5.30893 3.68366
H -2.71443 -8.66484 4.86839
H 1.30589 -4.99457 1.56854
C -5.19831 -7.83049 2.10606
C -5.80920 -6.75058 1.61541
C -6.80903 -6.85714 0.51535
O -7.36304 -5.85072 0.10290
C -7.08514 -8.18876 -0.03665
C -6.47130 -9.26893 0.45196
C -5.49215 -9.16488 1.57040
O -4.96225 -10.17431 2.00603
O -6.71816 -10.51349 -0.05548
O -5.54186 -5.50120 2.10452
H -4.47220 -7.76706 2.90607
H -7.79964 -8.25028 -0.84675
H -6.15583 -11.12275 0.46451
H -6.10919 -4.89349 1.58827
C 3.44045 7.20351 -3.55671
C 4.55020 7.74624 -4.06364
C 5.52404 8.47127 -3.19848
O 6.53709 8.93881 -3.69033
C 5.21403 8.59728 -1.76901
C 4.10325 8.05779 -1.26348
C 3.14369 7.30946 -2.12311
O 2.14525 6.81198 -1.62420
O 3.80251 8.17082 0.06585
O 4.83848 7.65775 -5.39696
H 2.72594 6.67243 -4.17258
H 5.92012 9.14112 -1.15557
H 2.95372 7.69842 0.18120
H 5.69102 8.12548 -5.50966
*
```

Calculated values
LUMO = -5.74 eV

# 5
Molecular formula: C43H33ClN3O5PSTi
Method: DFT, wB97M-V/def2-TZVPD

The geometry in ORCA input format:
```
! RIJCOSX wB97M-V def2-TZVPD def2/J DEFGRID3
* xyz 1 2
Ti 0.17041 -0.73937 -0.48440
O 4.05916 -0.02798 1.20661
C 2.91334 -0.18735 0.45480
O 2.00067 -1.06901 0.58494
C 2.64842 0.86693 -0.45489
C 3.48758 1.81600 -0.91216
C 3.04258 2.59139 -2.01064
C 1.67418 2.72952 -2.35326
C 0.83805 1.69354 -1.82090
N 1.38842 0.83074 -0.94444
C -0.57405 1.46120 -2.16812
O -1.32546 2.17510 -2.82722
O -0.99790 0.25547 -1.67498
H 4.01360 -0.65302 1.93611
H 4.56238 1.84958 -0.58595
H 3.73925 3.12034 -2.67373
H 1.25276 3.44419 -3.01489
O -0.86574 -1.51683 1.32698
C -0.48614 -0.32564 1.33386
C -0.46304 0.49884 2.56787
C -0.57374 -0.17882 3.74042
C -0.55213 0.59490 4.91355
C -0.29077 1.94485 4.84993
C -0.46711 2.63944 3.67530
C -0.51279 1.95229 2.48353
P -0.37729 2.90556 1.02263
C 0.88262 4.13406 1.40060
C 1.95312 3.88715 2.26731
C 2.86047 4.90410 2.63022
C 2.74254 6.20262 2.11450
C 1.74273 6.41158 1.21020
C 0.83127 5.41486 0.80315
C -1.87667 3.88299 0.94151
C -2.33640 4.61640 1.98417
C -3.66879 5.05033 2.05039
C -4.54828 4.89637 0.98758
C -4.03197 4.26222 -0.12761
C -2.71324 3.79543 -0.19101
H -0.54858 -1.24394 3.71619
H -0.47194 0.01955 5.79059
H 0.01092 2.53496 5.70603
H -0.42340 3.71131 3.68597
H 2.01462 2.85143 2.66985
H 3.63853 4.63952 3.31027
H 3.47791 6.99781 2.35300
H 1.61515 7.38378 0.72071
H 0.10573 5.69543 0.06683
H -1.74709 4.75245 2.93375
H -4.05742 5.42524 3.04061
H -5.64423 5.13725 1.04752
H -4.61121 4.17181 -1.03140
H -2.26475 3.54142 -1.13204
Cl -5.12677 -4.25038 1.35359
C -4.82585 -3.14639 0.06365
C -5.72252 -2.15983 -0.36483
C -5.21946 -1.05907 -1.07456
C -3.85873 -1.04371 -1.32428
N -3.03694 -2.10091 -1.16668
C -3.53714 -3.14155 -0.40916
H -6.72158 -2.28100 -0.04182
H -5.83845 -0.23408 -1.47516
H -3.39035 -0.20654 -1.82882
H -2.84679 -3.98045 -0.24327
N 0.63211 -2.31823 -1.55617
S 0.44440 -3.86938 -1.20674
C -0.00280 -4.65318 -2.71542
C -0.56553 -3.89778 -3.75777
C -0.75102 -4.46349 -5.03621
C -0.42133 -5.78400 -5.28887
C 0.18992 -6.50067 -4.23052
C 0.39338 -5.92548 -2.96129
C 2.05416 -4.46065 -0.62986
C 3.19446 -4.71858 -1.44285
C 4.45809 -4.85820 -0.87684
C 4.60651 -4.84665 0.53546
C 3.48438 -4.68181 1.31527
C 2.20644 -4.49071 0.75732
H 1.38446 -2.10116 -2.22782
H -0.72869 -2.81367 -3.48136
H -1.25187 -3.82896 -5.81319
H -0.53203 -6.27308 -6.24811
H 0.46731 -7.50418 -4.36318
H 0.88503 -6.50804 -2.20765
H 3.01169 -4.65607 -2.53434
H 5.33248 -5.01581 -1.48998
H 5.57037 -4.90675 1.01287
H 3.47369 -4.69896 2.41493
H 1.35272 -4.36863 1.42387
*
```

Calculated values
LUMO (spin up / spin down) = -3.29 / -3.43 eV

Respective relative energy (zero: lowest compared OMol25 entry of this formula, charge and spin) values: 230.6, 0.0, 0.0, 122.7, 62.4 kcal/mol.